Record 1
{
  "formula": "H5N2OP",
  "method": "ωB97M-V/def2-TZVPD",
  "smiles": "NP(N)O",
  "homo_lumo_gap_ev": 10.189,
  "relative_energy_kcal_mol": 18.30,
  "lumo_energy_ev": 1.18,
  "spin_multiplicity": 1,
  "symbols": ["H", "H", "N", "N", "H", "H", "H", "P", "O"],
  "positions_angstrom": [[0.91900, 1.00550, 0.82091], [-2.37779, 0.82984, -0.66254], [0.16307, -1.36121, -0.06416], [0.74268, 1.12809, -0.17891], [0.09333, -2.27919, -0.51130], [1.05221, -1.39721, 0.38297], [0.51649, 2.08939, -0.22641], [-0.22523, -0.00065, -0.94745], [-1.77676, 0.41932, -0.00746]]
}

=====

Record 2
{
  "formula": "C4H8O2",
  "method": "ωB97M-V/def2-TZVPD",
  "smiles": "CCOC(C)=O",
  "homo_lumo_gap_ev": 10.956,
  "relative_energy_kcal_mol": 19.08,
  "lumo_energy_ev": 1.00,
  "spin_multiplicity": 1,
  "symbols": ["H", "O", "C", "C", "H", "H", "H", "H", "H", "H", "O", "C", "H", "C"],
  "positions_angstrom": [[-2.41960, 1.40206, 1.10968], [0.40982, 1.20096, -0.52384], [-1.61015, 1.78751, 0.49244], [0.03640, -1.58499, -0.28202], [2.12966, -1.52586, -0.94543], [1.54144, -0.17157, -0.05159], [-2.02016, 2.27894, -0.39681], [-1.04530, 2.55597, 1.03104], [-0.28907, -2.44268, 0.31299], [1.94963, -1.66613, 0.82973], [-0.90149, -0.52065, 0.16131], [1.51355, -1.25322, -0.08253], [-0.18688, -1.79655, -1.33352], [-0.59857, 0.77756, -0.00088]]
}

=====

Record 3
{
  "formula": "C6H9N",
  "method": "ωB97M-V/def2-TZVPD",
  "homo_lumo_gap_ev": 9.100,
  "relative_energy_kcal_mol": 112.34,
  "lumo_energy_ev": 0.80,
  "spin_multiplicity": 1,
  "symbols": ["H", "H", "H", "C", "H", "C", "H", "C", "N", "H", "C", "C", "H", "H", "H", "C"],
  "positions_angstrom": [[-2.05717, 1.07509, -0.83430], [-0.59087, 1.67353, -0.03058], [-2.25320, -0.77782, 0.68302], [-0.24614, -0.10729, -1.20546], [2.71389, -0.10881, 0.62425], [-0.17765, -1.17881, 0.51570], [0.18437, -1.90480, 1.24384], [-1.32364, -0.21337, 0.83375], [0.83646, -0.52374, -0.31678], [-1.34165, 0.21406, 1.83796], [1.89765, 0.40261, 0.10916], [-1.13767, 0.77043, -0.33461], [0.02822, 0.18998, -2.21724], [1.50728, 1.18215, 0.78645], [2.31570, 0.91421, -0.76373], [-0.35560, -1.60742, -0.93142]]
}

=====

Record 4
{
  "formula": "C21H20O2",
  "method": "ωB97M-V/def2-TZVPD",
  "smiles": "Cc1cccc(-c2oc3ccccc3c2C#CCCCCO)c1",
  "homo_lumo_gap_ev": 8.105,
  "relative_energy_kcal_mol": 33.58,
  "lumo_energy_ev": 0.36,
  "spin_multiplicity": 1,
  "symbols": ["H", "H", "H", "O", "O", "H", "C", "C", "C", "H", "H", "C", "C", "C", "C", "H", "H", "C", "C", "C", "H", "C", "C", "H", "H", "H", "H", "C", "C", "C", "H", "H", "C", "C", "C", "C", "H", "C", "H", "C", "H", "H", "H"],
  "positions_angstrom": [[2.08107, -1.74984, 6.95269], [-4.29054, 2.60146, -2.21119], [-0.37043, -2.64386, 3.52416], [1.21454, -1.42359, 6.66820], [0.38955, 0.26966, -2.57485], [3.96453, -0.57231, -0.13270], [-2.35387, 0.62331, -1.83839], [-4.27848, 0.07070, -0.42038], [1.23660, -1.21029, 3.54852], [-1.46448, -1.38261, 0.76892], [-5.33519, 0.22655, -0.14006], [-3.42581, -0.66761, 0.39140], [1.75251, 0.24014, -2.55734], [4.01051, 0.56272, -3.35287], [-2.03749, -0.73315, 0.11580], [-0.66331, -2.04051, 5.99849], [-3.80809, -1.10765, 1.30211], [-3.73419, 0.74365, -1.56543], [4.49202, 0.08103, -2.13389], [3.59042, -0.28086, -1.11859], [0.18654, -3.13908, 7.14714], [1.24710, -0.85542, 2.10155], [0.71491, -2.63277, 3.71157], [1.20747, -3.29700, 2.98075], [0.43994, -4.24570, 5.13882], [-5.65732, 1.51621, -2.14793], [-1.95272, 1.10072, -2.72329], [-0.03753, -0.08174, -1.31656], [0.94049, -3.26129, 5.10759], [-4.58693, 1.60127, -2.41830], [4.70589, 0.88601, -4.12838], [-4.40921, 1.39778, -3.50943], [0.32510, -2.46214, 6.27939], [2.61041, 0.63719, -3.59594], [-1.49852, -0.07233, -0.99102], [2.21956, -0.15385, -1.31408], [0.67559, -0.53397, 4.16919], [1.04797, -0.33877, -0.48185], [2.19194, 0.87931, -4.57514], [1.16289, -0.62735, 0.91796], [2.28581, -1.18299, 3.88617], [5.51866, 0.01253, -1.86233], [2.00668, -3.44979, 5.30054]]
}

=====

Record 5
{
  "formula": "C11H14BF3N6Ti",
  "method": "ωB97M-V/def2-TZVPD",
  "homo_lumo_gap_ev": [5.285, 8.929],
  "lumo_energy_ev": [0.42, 0.42],
  "spin_multiplicity": 3,
  "s2": 2.03,
  "symbols": ["N", "C", "C", "F", "H", "H", "H", "H", "H", "H", "C", "C", "N", "F", "C", "B", "H", "Ti", "H", "N", "H", "C", "C", "N", "C", "H", "H", "H", "N", "C", "F", "H", "N", "C", "H", "C"],
  "positions_angstrom": [[1.43942, -0.27799, -0.94183], [-2.97756, -0.76636, -2.02010], [-1.02310, -3.25214, 1.32433], [0.81867, 0.70793, 2.66461], [4.03086, -2.23489, -0.70451], [-0.10636, -3.82913, 1.14557], [3.10646, -0.14842, -2.20811], [1.38589, 4.95118, 0.56620], [-1.33280, -3.33885, 2.38610], [-1.84084, -3.60474, 0.67142], [2.08208, -1.99307, 0.31915], [-0.31039, -0.11011, 2.83668], [-0.98351, 0.08480, -1.49473], [-0.06217, -0.81357, 4.00018], [3.10225, -1.71134, -0.59307], [0.43905, 0.75372, -1.53078], [0.73268, 1.03295, -2.66038], [-0.72849, -1.25884, 1.01371], [-0.54468, 3.59827, 1.99847], [0.51188, 2.05123, -0.64687], [-3.53629, -1.14800, 0.13727], [1.26284, 3.16773, -0.72856], [-2.84417, -0.84957, -0.64429], [1.06931, -1.09396, 0.11661], [-0.02341, 3.32510, 1.09290], [1.98515, -2.77621, 1.05192], [1.93469, 3.31799, -1.56437], [-3.82699, -1.04238, -2.61725], [-1.57693, -0.38126, -0.31241], [2.65871, -0.64478, -1.36141], [-1.34575, 0.78082, 3.15729], [-0.90340, 1.44374, 0.72929], [-0.22084, 2.14762, 0.48239], [0.95516, 3.98740, 0.34873], [-1.52360, 0.11401, -3.50526], [-1.80382, -0.18887, -2.50890]]
}

=====

Record 6
{
  "formula": "C6H3NO",
  "method": "ωB97M-V/def2-TZVPD",
  "smiles": "C#CC1=NC=CC1=O",
  "homo_lumo_gap_ev": 8.198,
  "relative_energy_kcal_mol": 36.10,
  "lumo_energy_ev": -1.54,
  "spin_multiplicity": 1,
  "symbols": ["C", "C", "C", "C", "C", "H", "C", "H", "O", "H", "N"],
  "positions_angstrom": [[2.99956, -0.05077, 0.64818], [-1.75857, -0.19920, -0.63918], [-1.73282, 0.55040, 0.46053], [1.81436, 0.07525, 0.48948], [0.40446, 0.13135, 0.24635], [-2.59029, 0.99998, 0.97096], [-0.33933, -0.54141, -0.93530], [4.06926, -0.10140, 0.82741], [0.16980, -1.13379, -1.86199], [-2.62176, -0.47128, -1.23673], [-0.41466, 0.74086, 1.03028]]
}